# 1
Density functional theory data (the ωB97M-V functional and the def2-TZVPD basis) for a cluster of 12 separate species, C5H36N2O11 in total.

Summary:
LUMO level   0.046 eV
SMILES   CC(C)NCCN.O.O.O.O.O.O.O.O.O.O.O
HOMO energy   -8.9 eV
Spin multiplicity   1
ΔE to the lowest compared entry with this formula, charge and spin   212.89 kJ/mol

```
54
C5H36N2O11 | the Open Molecules 2025 dataset | the ωB97M-V functional and the def2-TZVPD basis
N 1.47 -0.74 2.73
C 1.79 0.65 2.38
C 1.27 1.16 1.08
N 1.79 0.46 -0.11
C -0.07 -0.71 -1.21
C 0.82 0.51 -1.23
C 1.59 0.60 -2.54
H 0.95 -1.29 2.07
H 2.27 -1.30 2.96
H 1.45 1.27 3.22
H 2.86 0.80 2.47
H 1.61 2.20 1.01
H 0.19 1.33 1.05
H 1.87 -0.49 0.22
H -0.92 -0.68 -1.89
H 0.44 -1.64 -1.46
H -0.60 -0.78 -0.27
H 0.18 1.38 -1.09
H 2.16 -0.31 -2.74
H 0.93 0.81 -3.38
H 2.36 1.37 -2.49
H -4.16 -0.60 0.02
H -3.67 -1.99 0.69
O -4.10 -1.55 -0.05
H -0.64 3.15 -2.32
H -2.14 3.47 -1.91
O -1.55 2.80 -2.27
H 4.66 0.01 -0.24
H 3.78 1.20 -0.67
O 4.68 0.85 -0.69
H 0.05 -4.54 0.75
H 0.58 -4.59 2.28
O 0.11 -4.11 1.60
H -3.11 0.71 -1.95
H -1.99 1.21 -1.05
O -2.76 0.65 -1.06
H -2.16 3.54 1.67
H -2.26 2.07 1.31
O -1.81 2.89 1.05
H -2.16 -2.84 -2.11
H -2.64 -2.79 -0.61
O -2.16 -3.30 -1.27
H -1.15 -1.59 0.73
H -0.72 -2.43 1.80
O -1.33 -1.67 1.68
H -3.59 0.30 2.68
H -2.16 -0.22 2.40
O -2.67 0.58 2.62
H 0.63 4.98 -1.29
H 1.41 3.61 -1.06
O 1.17 4.30 -1.69
H 2.83 -2.23 -0.96
H 2.22 -3.69 -0.55
O 2.42 -2.79 -0.31
```

Results of the Mulliken charge analysis, in e, for atoms 1 through 4:
1. N -0.422
2. C -0.990
3. C -0.353
4. N 0.364



# 2
Density functional theory data (the ωB97M-V functional and the def2-TZVPD basis) for a cluster of 7 separate species, C47H73FI3N4O13P in total.

Summary:
LUMO level   -1.426 eV
SMILES   [H]/N=C(/N)NCCCCC1=C(P(=O)(O)O)C(=O)c2c(C(=O)NC(=O)F)c(I)c([C@H](I)[C@H](C)I)c(CC=C)c2C1=O.C1CCOC1.C1CCOC1.C1CCOC1.C1CCOC1.C1CCOC1.C1CCOC1
HOMO energy   -7.4 eV
Spin multiplicity   1
ΔE to the lowest compared entry with this formula, charge and spin   301.27 kJ/mol

```
142
C47H73FI3N4O13P | the Open Molecules 2025 dataset | the ωB97M-V functional and the def2-TZVPD basis
C -3.87 0.71 5.15
C -4.78 0.48 4.08
C -4.61 1.26 2.71
C -4.66 0.35 1.45
C -3.36 -0.23 1.02
C -3.23 -1.13 -0.17
C -4.47 -1.43 -0.87
C -4.36 -2.40 -2.11
O -4.26 -3.58 -1.92
N -4.33 -1.85 -3.48
C -4.91 -2.76 -4.43
O -5.93 -3.34 -4.27
F -4.20 -2.89 -5.62
C -5.78 -0.88 -0.45
I -7.44 -1.54 -1.67
C -5.93 0.05 0.70
C -7.33 0.61 1.10
I -7.45 2.81 0.96
C -7.99 0.02 2.42
C -7.94 0.94 3.70
I -7.26 -2.02 2.79
C -1.81 -1.65 -0.59
O -1.62 -2.74 -1.09
C -0.64 -0.64 -0.30
P 0.80 -0.50 -1.48
O 2.12 -0.66 -0.81
O 0.60 0.99 -2.21
O 0.53 -1.61 -2.69
C -0.75 0.15 0.82
C 0.31 1.23 1.22
C -0.39 2.65 0.90
C -0.58 3.54 2.19
C -1.94 4.37 2.16
N -1.83 5.61 1.33
C -3.05 5.90 0.62
N -4.09 6.39 1.19
N -3.17 5.68 -0.83
C -2.01 0.04 1.76
O -1.86 0.13 2.96
H -3.07 -0.06 5.37
H -3.91 1.64 5.78
H -5.61 -0.23 4.30
H -5.35 2.11 2.72
H -3.60 1.76 2.79
H -3.34 -1.78 -3.76
H -8.03 0.31 0.26
H -9.09 -0.13 2.19
H -7.13 1.70 3.73
H -7.82 0.31 4.64
H -8.94 1.47 3.80
H 1.45 1.29 -2.58
H 1.17 -2.34 -2.64
H 0.56 1.19 2.32
H 1.23 1.19 0.58
H -1.43 2.44 0.50
H 0.14 3.20 0.08
H 0.26 4.28 2.26
H -0.60 2.94 3.14
H -2.20 4.71 3.21
H -2.78 3.69 1.83
H -1.07 5.43 0.66
H -3.89 6.53 2.20
H -3.21 6.60 -1.28
H -4.08 5.25 -1.03
C 4.00 3.67 4.62
C 4.43 2.38 3.96
C 3.10 1.79 3.52
O 2.23 2.91 3.25
C 2.84 4.10 3.75
H 4.80 4.42 4.68
H 3.65 3.47 5.64
H 5.05 2.59 3.08
H 4.99 1.71 4.62
H 2.64 1.20 4.32
H 3.19 1.17 2.63
H 3.19 4.69 2.89
H 2.10 4.69 4.29
C 3.07 -3.07 1.21
C 2.84 -4.07 2.33
C 3.20 -3.26 3.56
O 2.88 -1.89 3.26
C 2.62 -1.78 1.85
H 2.54 -3.30 0.29
H 4.14 -3.02 0.98
H 1.78 -4.35 2.36
H 3.43 -4.98 2.24
H 4.27 -3.32 3.78
H 2.65 -3.58 4.45
H 1.54 -1.63 1.72
H 3.14 -0.91 1.46
C 2.52 -7.05 -3.60
C 1.01 -7.01 -3.42
C 0.76 -5.52 -3.25
O 1.77 -4.84 -4.01
C 2.78 -5.78 -4.39
H 2.88 -7.95 -4.10
H 3.01 -6.98 -2.62
H 0.52 -7.37 -4.32
H 0.66 -7.60 -2.57
H 0.86 -5.22 -2.20
H -0.23 -5.22 -3.60
H 2.67 -5.96 -5.47
H 3.77 -5.36 -4.21
C 6.85 2.69 9.20
C 5.86 1.57 9.47
C 4.64 2.03 8.68
O 5.13 2.78 7.56
C 6.53 3.05 7.76
H 7.89 2.40 9.34
H 6.63 3.54 9.85
H 6.24 0.63 9.05
H 5.65 1.41 10.52
H 4.01 2.69 9.28
H 4.03 1.20 8.32
H 7.09 2.42 7.06
H 6.74 4.10 7.53
C 4.30 -2.61 -6.18
C 2.79 -2.57 -6.00
C 2.54 -1.09 -5.83
O 3.54 -0.40 -6.58
C 4.55 -1.34 -6.98
H 4.65 -3.51 -6.69
H 4.79 -2.54 -5.21
H 2.30 -2.93 -6.90
H 2.44 -3.16 -5.15
H 2.64 -0.79 -4.78
H 1.54 -0.79 -6.18
H 4.44 -1.52 -8.06
H 5.54 -0.92 -6.80
C -0.23 0.69 -8.65
C -1.41 -0.23 -8.39
C -2.53 0.76 -8.16
O -2.23 1.92 -8.94
C -0.88 1.83 -9.41
H 0.58 0.22 -9.20
H 0.17 1.05 -7.70
H -1.61 -0.83 -9.29
H -1.26 -0.91 -7.55
H -2.58 1.06 -7.11
H -3.51 0.36 -8.45
H -0.92 1.62 -10.48
H -0.37 2.78 -9.26
```

Results of the Mulliken charge analysis, in e, for atoms 1 through 4:
1. C -0.935
2. C -0.087
3. C -0.030
4. C 1.414



# 3
Density functional theory data (the ωB97M-V functional and the def2-TZVPD basis) for a structure of composition C16H52BInO15.

Summary:
Charge   +2
LUMO level   -10.962 eV
HOMO energy   -13.7 eV
Spin multiplicity   1
ΔE to the lowest compared entry with this formula, charge and spin   305.08 kJ/mol

```
85
C16H52BInO15 | the Open Molecules 2025 dataset | the ωB97M-V functional and the def2-TZVPD basis
In 1.13 0.18 0.41
B -1.75 0.23 -0.62
H -2.77 0.08 -0.92
H -1.38 -0.61 -0.07
H -1.17 0.40 -1.52
H -1.65 1.11 0.00
C -6.82 1.55 0.03
C -5.53 0.74 -0.22
O -4.61 1.13 0.77
H -7.53 1.24 -0.74
H -6.65 2.61 -0.11
H -7.14 1.26 1.03
H -5.07 0.88 -1.20
H -5.70 -0.32 -0.08
H -3.78 0.69 0.57
C -0.72 -3.55 1.41
C -0.77 -4.02 2.90
O -0.70 -2.86 3.74
O 0.50 -2.87 1.04
H -1.52 -2.82 1.30
H -0.93 -4.35 0.71
H 0.06 -4.66 3.18
H -1.70 -4.51 3.17
H -1.04 -2.95 4.63
H 1.21 -3.51 1.00
C 0.23 3.18 -1.74
C 1.08 2.46 -2.83
O 1.16 1.04 -2.63
O 0.86 3.12 -0.47
H -0.81 2.86 -1.73
H 0.21 4.24 -2.02
H 1.99 3.06 -2.93
H 0.48 2.59 -3.73
H 1.58 0.59 -3.37
H 1.41 3.91 -0.44
C 3.79 -2.13 2.14
C 3.43 -1.30 3.38
O 2.11 -0.71 3.23
O 3.79 -1.26 1.05
H 3.05 -2.91 1.94
H 4.71 -2.70 2.25
H 4.11 -0.47 3.55
H 3.32 -1.95 4.25
H 1.87 -0.57 4.15
H 4.59 -1.40 0.54
C 4.41 2.50 -0.30
C 4.44 2.03 1.12
O 3.21 1.82 1.81
O 3.56 1.65 -1.06
H 5.39 2.57 -0.77
H 4.03 3.52 -0.32
H 5.00 2.78 1.69
H 4.95 1.07 1.15
H 3.36 2.15 2.70
H 3.82 1.74 -1.98
C -1.10 0.69 3.55
C -1.32 2.06 2.96
O -0.13 2.30 2.19
O -0.92 -0.32 2.57
H -2.05 0.49 4.04
H -0.31 0.67 4.29
H -1.40 2.79 3.76
H -2.20 2.11 2.31
H -0.05 3.24 2.03
H -1.07 -1.18 2.98
C 2.62 -2.53 -2.12
C 1.20 -2.56 -2.67
O 0.26 -1.91 -1.80
O 3.05 -1.18 -1.93
H 3.33 -3.02 -2.79
H 2.74 -3.07 -1.18
H 0.91 -3.57 -2.96
H 1.10 -2.02 -3.61
H -0.50 -1.79 -2.37
H 4.01 -1.22 -1.92
C -2.15 -0.35 -4.20
C -3.36 0.57 -3.91
O -3.19 1.58 -2.92
O -1.93 -1.21 -3.06
H -1.30 0.27 -4.50
H -2.53 -0.97 -5.01
H -4.23 -0.03 -3.66
H -3.69 1.05 -4.83
H -2.94 1.22 -2.06
H -1.96 -0.73 -2.22
```

Results of the Mulliken charge analysis, in e, for atoms 1 through 4:
1. In 2.367
2. B -0.985
3. H 0.254
4. H -0.624



# 4
Density functional theory data (the ωB97M-V functional and the def2-TZVPD basis) for a cluster of 2 separate species, C7H12N2OS2 in total.

Summary:
LUMO level (alpha / beta)   -2.063 / -1.351 eV
HOMO energy (alpha / beta)   -9.2 / -9.9 eV
Spin multiplicity   1
ΔE to the lowest compared entry with this formula, charge and spin   572.90 kJ/mol

```
24
C7H12N2OS2 | the Open Molecules 2025 dataset | the ωB97M-V functional and the def2-TZVPD basis
C -2.71 -0.50 -0.03
C -1.96 0.56 0.20
C -2.39 -1.85 -0.57
C 2.95 0.97 -0.23
C 1.14 0.19 1.43
C 1.30 -0.89 -0.88
C 1.51 0.47 -0.09
N -4.00 -0.40 0.43
N -4.26 0.78 0.84
O 0.87 3.01 -0.24
S -2.95 1.82 0.76
S 0.54 1.75 -0.93
H -1.53 -2.25 -0.03
H -3.38 -2.47 -0.29
H -2.26 -1.85 -1.70
H 3.13 1.45 -1.29
H 3.08 2.00 0.32
H 3.86 0.28 0.04
H 0.03 0.14 1.41
H 1.59 0.96 1.94
H 1.59 -0.69 1.94
H 1.97 -1.66 -0.44
H 0.27 -1.13 -0.72
H 1.60 -0.70 -1.88
```

Results of the Mulliken charge analysis, in e, for atoms 1 through 4:
1. C -0.010
2. C 0.533
3. C -1.017
4. C -1.495



Number 2 is which compound? C47H73FI3N4O13P



Look up the ΔE to the lowest compared entry with this formula, charge and spin of the third one. 305.08 kJ/mol



Which formula does entry 4 have? C7H12N2OS2